The following is a quantum chemistry calculation of a structure of composition C27H19F6IrN6O5S2Se3Te at a distorted geometry, from the OMol25 dataset.

XYZ file:
```
70
Properties=species:S:1:pos:R:3
Ir 3.24 0.59 0.58
Se 5.58 0.21 1.05
Se 7.04 1.69 0.05
Te 5.60 2.95 -1.66
Se 3.45 1.70 -1.90
F 2.77 -4.60 2.23
C 4.11 -4.47 2.08
F 4.75 -5.15 3.03
F 4.46 -4.92 0.86
S 4.66 -2.71 2.10
O 3.79 -2.29 1.01
O 6.07 -2.86 1.89
N 4.39 -1.94 3.43
S 3.36 -0.91 3.99
O 3.56 -0.74 5.39
O 3.19 0.30 3.20
C 1.63 -1.65 3.79
F 1.30 -1.70 2.49
F 0.81 -0.78 4.42
F 1.49 -2.85 4.33
C -9.47 -1.27 -4.72
O -9.01 -0.41 -3.66
C -7.71 -0.49 -3.27
C -7.31 0.41 -2.22
C -5.99 0.48 -1.81
C -4.99 -0.39 -2.38
C -5.40 -1.26 -3.43
C -6.73 -1.34 -3.84
C -3.64 -0.29 -1.86
N -3.24 0.54 -0.87
C -1.89 0.31 -0.69
C -1.41 -0.67 -1.59
N -2.55 -1.05 -2.31
C -0.05 -1.07 -1.65
C 0.53 -2.08 -2.42
C 1.88 -2.33 -2.36
C 2.70 -1.64 -1.48
N 2.20 -0.69 -0.67
C 0.86 -0.38 -0.75
C 0.36 0.54 0.18
N 1.26 1.03 1.07
C 0.84 1.73 2.14
C -0.46 2.19 2.20
C -1.41 1.79 1.26
C -1.02 0.91 0.25
H -10.54 -1.05 -4.88
H -9.38 -2.31 -4.43
H -8.92 -1.10 -5.67
H -8.05 1.09 -1.80
H -5.69 1.16 -1.02
H -4.69 -1.87 -3.96
H -6.98 -2.04 -4.65
H -2.58 -1.67 -3.12
H -0.08 -2.62 -3.13
H 2.35 -3.08 -2.98
H 3.75 -1.78 -1.39
H 1.60 1.90 2.90
H -0.74 2.87 2.99
H -2.45 2.18 1.30
C 3.43 5.03 2.55
C 2.76 4.79 1.36
C 2.83 3.52 0.82
N 3.51 2.50 1.44
C 4.27 2.81 2.50
C 4.28 4.07 3.08
H 3.34 6.01 3.00
H 2.24 5.57 0.84
H 2.33 3.28 -0.13
H 4.89 2.02 2.96
H 4.91 4.29 3.93
```

<S²> = 8.796
lowest unoccupied orbital energy (alpha / beta) = -4.53 / -6.40 eV
HOMO (alpha / beta) = -8.01 / -9.69 eV
energy relative to the best compared isomer or geometry (same formula, charge and spin) = 0.0 kcal per mole
frontier orbital gap (alpha / beta) = 3.480 / 3.297 eV
multiplicity = 6
net charge = +1